*P*
This record from OMol25 describes a 2-piece molecular cluster, C4H12S2 overall. The level of theory is wB97M-V/def2-TZVPD.

E_LUMO ... 0.821 eV
Gap between HOMO and LUMO ... 9.3 eV

ORCA input file:
```
! wB97M-V def2-TZVPD RIJCOSX def2/J DEFGRID3
* xyz 0 1
C 2.119 -0.044 -1.393
S 3.041 0.975 -0.185
C 1.599 1.256 0.878
H 2.692 -0.274 -2.299
H 2.081 -1.052 -0.967
H 1.110 0.154 -1.660
H 1.855 0.816 1.930
H 0.771 0.729 0.265
H 1.302 2.258 0.936
C -1.086 -0.514 1.604
S -2.346 0.507 0.459
C -2.562 -0.557 -1.073
H -0.145 -0.785 1.028
H -0.897 0.123 2.609
H -1.677 -1.399 1.914
H -2.759 0.123 -1.819
H -3.504 -1.282 -0.996
H -1.595 -1.035 -1.230
*
```

*Q*
This record from OMol25 describes a 2-piece molecular cluster, C4H12S2 overall. The level of theory is wB97M-V/def2-TZVPD.

E_LUMO ... 0.754 eV
Gap between HOMO and LUMO ... 9.2 eV

ORCA input file:
```
! wB97M-V def2-TZVPD RIJCOSX def2/J DEFGRID3
* xyz 0 1
C 0.438 -0.038 -3.767
C -0.652 -0.900 -3.171
S -0.445 -0.596 -1.195
H 0.116 0.930 -4.343
H 1.211 0.175 -3.080
H 0.802 -0.724 -4.592
H -0.654 -2.074 -3.189
H -1.693 -0.632 -3.362
H 0.594 -0.878 -0.399
C 1.109 -0.567 2.036
S 0.457 0.894 2.890
C -0.963 1.108 1.772
H 1.455 -0.177 1.060
H 2.024 -0.713 2.656
H 0.565 -1.488 2.198
H -1.067 2.024 1.200
H -1.809 0.955 2.442
H -1.328 0.214 1.064
*
```

Bottom line: *P*, by a margin of 89.8 kJ/mol.

*P*
This record from OMol25 describes one molecule with the formula C5H6O2S. The level of theory is wB97M-V/def2-TZVPD.

E_LUMO ... 0.541 eV
Gap between HOMO and LUMO ... 10.2 eV

ORCA input file:
```
! wB97M-V def2-TZVPD RIJCOSX def2/J DEFGRID3
* xyz 0 1
C 1.359 1.066 -1.741
C 0.809 0.371 -0.752
C -0.606 -0.079 -0.542
C -0.670 -0.215 0.992
S -1.722 -1.524 1.667
C 0.795 -0.490 1.355
O 1.232 -1.000 2.338
O 1.581 -0.061 0.321
H 2.423 1.291 -1.740
H 0.716 1.382 -2.544
H -1.338 0.628 -0.955
H -0.785 -1.043 -1.008
H -0.934 0.725 1.470
H -2.860 -1.051 1.140
*
```

*Q*
This record from OMol25 describes one molecule with the formula C5H6O2S. The level of theory is wB97M-V/def2-TZVPD.

E_LUMO ... 0.349 eV
Gap between HOMO and LUMO ... 9.1 eV

ORCA input file:
```
! wB97M-V def2-TZVPD RIJCOSX def2/J DEFGRID3
* xyz 0 1
O -2.297 -1.646 0.113
C -1.909 -0.326 0.489
C -0.543 0.152 -0.116
C 0.423 -0.405 -0.882
C 1.769 0.175 -0.555
C 1.413 1.395 0.292
S 2.208 2.584 1.045
O 0.038 1.349 0.499
H -1.800 -2.295 0.520
H -2.805 0.240 0.000
H -1.578 -0.224 1.662
H 0.291 -1.248 -1.470
H 2.189 0.492 -1.490
H 2.601 -0.244 -0.106
*
```

Bottom line: *P*, by a margin of 222.5 kJ/mol.

*P*
This record from OMol25 describes one molecule with the formula C4H7I2N. The level of theory is wB97M-V/def2-TZVPD.

E_LUMO ... -0.174 eV
Gap between HOMO and LUMO ... 9.4 eV

ORCA input file:
```
! wB97M-V def2-TZVPD RIJCOSX def2/J DEFGRID3
* xyz 0 1
H 3.070 0.094 0.337
N 2.202 0.383 -0.045
C 1.241 -0.064 0.598
C -0.158 0.372 0.260
C -0.284 0.911 -1.161
I -0.678 1.673 1.997
C -1.271 -0.989 0.441
I -1.585 -2.405 -1.175
H 1.458 -0.815 1.340
H -1.407 0.956 -1.572
H 0.129 1.978 -1.389
H 0.120 0.168 -1.816
H -2.221 -0.771 0.985
H -0.616 -1.490 1.199
*
```

*Q*
This record from OMol25 describes one molecule with the formula C4H7I2N. The level of theory is wB97M-V/def2-TZVPD.

E_LUMO (alpha / beta) ... -0.986 / -0.842 eV
Gap between HOMO and LUMO (alpha / beta) ... 7.9 / 7.4 eV

ORCA input file:
```
! wB97M-V def2-TZVPD RIJCOSX def2/J DEFGRID3
* xyz 0 1
C -0.172 0.038 0.910
C -0.050 -0.887 -0.302
C -1.073 1.250 0.632
C 0.261 -0.488 -1.653
N 1.287 0.297 1.011
I 2.358 -0.640 -2.349
I 2.253 -0.850 2.426
H -0.700 -0.590 1.622
H 0.045 -1.941 -0.270
H -2.012 0.814 0.969
H -1.021 1.593 -0.409
H -0.620 1.942 1.332
H -0.092 0.526 -1.666
H -0.464 -1.065 -2.252
*
```

Bottom line: *P*, by a margin of 244.4 kJ/mol.

*P*
This record from OMol25 describes one molecule with the formula C5H10N2O2. The level of theory is wB97M-V/def2-TZVPD.

E_LUMO ... 0.759 eV
Gap between HOMO and LUMO ... 10.4 eV

ORCA input file:
```
! wB97M-V def2-TZVPD RIJCOSX def2/J DEFGRID3
* xyz 0 1
H -3.350 0.286 -0.157
N -2.574 0.938 -0.142
C -1.448 0.431 0.092
N -0.364 1.260 0.273
C 0.817 1.063 -0.094
C 1.898 2.059 0.175
O 1.142 0.132 -1.180
C 1.897 -0.865 -0.565
O -1.131 -0.886 0.312
C -2.195 -1.812 0.393
H 2.294 2.432 -0.766
H 2.712 1.587 0.722
H 1.498 2.888 0.749
H 1.702 -1.810 -1.089
H 2.961 -0.625 -0.498
H 1.506 -0.881 0.516
H -2.900 -1.549 1.189
H -2.728 -1.878 -0.561
H -1.738 -2.771 0.630
*
```

*Q*
This record from OMol25 describes a 2-piece molecular cluster, C5H10N2O2 overall. The level of theory is wB97M-V/def2-TZVPD.

E_LUMO (alpha / beta) ... 0.186 / 0.187 eV
Gap between HOMO and LUMO (alpha / beta) ... 7.9 / 7.9 eV

ORCA input file:
```
! wB97M-V def2-TZVPD RIJCOSX def2/J DEFGRID3
* xyz 0 1
C 0.988 1.162 0.115
C 1.919 -1.035 -0.401
N 1.163 -0.105 0.428
C 0.149 -0.580 1.447
C -1.193 0.830 -0.364
N -0.304 -1.842 1.159
C -1.924 1.899 -0.721
O -1.372 -0.351 -1.103
O 0.107 -0.029 2.520
H -2.041 -0.238 -1.801
H -0.920 -2.166 1.893
H -0.719 -1.899 0.232
H 0.554 1.794 0.877
H 1.639 1.607 -0.632
H 1.263 -1.514 -1.129
H 2.352 -1.811 0.228
H 2.697 -0.489 -0.935
H -2.564 1.923 -1.608
H -1.794 2.845 -0.207
*
```

*R*
This record from OMol25 describes one molecule with the formula C5H10N2O2. The level of theory is wB97M-V/def2-TZVPD.

E_LUMO ... 0.572 eV
Gap between HOMO and LUMO ... 9.3 eV

ORCA input file:
```
! wB97M-V def2-TZVPD RIJCOSX def2/J DEFGRID3
* xyz 0 1
C 2.092 -1.006 -0.057
C 0.988 0.022 0.000
C 1.399 1.379 0.473
C -0.233 -0.232 -0.496
O -0.628 -1.454 -0.999
C -1.270 0.828 -0.752
O -1.068 1.903 -1.271
N -2.353 0.582 0.046
N -2.801 -0.595 0.664
H 2.486 -1.109 -1.076
H 2.901 -0.731 0.582
H 1.733 -1.996 0.281
H 0.564 2.087 0.522
H 1.864 1.308 1.472
H 2.155 1.788 -0.215
H 0.128 -2.054 -1.003
H -3.058 1.312 0.067
H -2.450 -1.395 0.152
H -2.449 -0.637 1.609
*
```

*S*
This record from OMol25 describes a 2-piece molecular cluster, C5H10N2O2 overall. The level of theory is wB97M-V/def2-TZVPD.

E_LUMO ... 0.770 eV
Gap between HOMO and LUMO ... 10.6 eV

ORCA input file:
```
! wB97M-V def2-TZVPD RIJCOSX def2/J DEFGRID3
* xyz 0 1
C 0.114 1.799 0.388
C 0.164 0.367 0.914
C -1.217 -0.290 1.009
N 1.074 -0.446 0.140
C 2.117 -0.919 0.546
N 3.016 -1.686 0.806
H -0.517 2.397 1.039
H -0.286 1.835 -0.618
H 1.112 2.230 0.380
H 0.621 0.377 1.938
H -1.689 -0.036 1.961
H -1.126 -1.372 0.936
H -1.866 0.065 0.210
H 4.000 -1.514 0.718
O -1.445 0.739 -2.242
C -0.805 -0.260 -2.083
O -1.311 -1.483 -2.055
H 0.327 -0.343 -1.821
H -2.282 -1.461 -2.168
*
```

Bottom line: *S*, by a margin of 49.9 kJ/mol.

*P*
This record from OMol25 describes one molecule with the formula CH5N3O2S. The level of theory is wB97M-V/def2-TZVPD.

E_LUMO ... 0.700 eV
Gap between HOMO and LUMO ... 9.6 eV

ORCA input file:
```
! wB97M-V def2-TZVPD RIJCOSX def2/J DEFGRID3
* xyz 0 1
O 1.596 1.532 -0.158
N 0.255 1.118 0.105
C 0.209 -0.162 -0.042
N 1.263 -0.957 -0.388
O 2.461 -0.886 0.378
N -1.021 -0.858 -0.046
S -2.444 0.083 -0.033
H 1.472 2.456 0.114
H 1.038 -1.910 -0.399
H 2.866 -0.148 -0.075
H -1.147 -1.678 0.516
H -2.309 0.643 1.157
*
```

*Q*
This record from OMol25 describes one molecule with the formula CH5N3O2S. The level of theory is wB97M-V/def2-TZVPD.

E_LUMO ... 0.234 eV
Gap between HOMO and LUMO ... 9.3 eV

ORCA input file:
```
! wB97M-V def2-TZVPD RIJCOSX def2/J DEFGRID3
* xyz 0 1
C -0.434 0.111 0.519
N 1.090 0.490 -1.286
N 0.674 0.439 1.123
N -0.876 -1.108 0.339
O 1.970 -1.626 0.043
O 3.127 0.455 0.320
S 1.906 -0.196 -0.136
H -1.292 0.705 0.281
H 1.709 0.989 -1.918
H 0.785 1.414 1.318
H -1.746 -1.180 -0.305
H -0.295 -1.857 0.658
*
```

Bottom line: *Q*, by a margin of 125.4 kJ/mol.

*P*
This record from OMol25 describes a 13-piece molecular cluster, H26O13 overall. The level of theory is wB97M-V/def2-TZVPD.

E_LUMO (alpha / beta) ... -3.569 / -11.198 eV
Gap between HOMO and LUMO (alpha / beta) ... 10.1 / 2.4 eV
<S²> ... 0.757

ORCA input file:
```
! wB97M-V def2-TZVPD RIJCOSX def2/J DEFGRID3
* xyz 1 2
O 0.091 3.338 -1.675
H 0.439 3.106 -2.532
H 0.280 4.244 -1.449
O 3.552 -2.633 0.807
H 2.529 -2.630 0.670
H 3.766 -1.789 0.279
O 0.444 -2.313 0.354
H 0.362 -1.310 0.098
H 1.064 -2.669 -0.121
O -2.281 0.510 1.674
H -1.440 0.299 2.303
H -2.362 1.337 1.364
O -3.139 2.437 -1.080
H -2.388 2.639 -1.745
H -3.224 1.500 -1.141
O 2.453 2.568 0.652
H 3.338 3.118 0.454
H 2.113 2.986 1.529
O -2.078 -1.083 -0.534
H -2.430 -0.578 0.165
H -1.867 -1.978 -0.183
O 1.691 -0.641 -3.774
H 0.865 -0.152 -3.721
H 1.403 -1.605 -4.015
O 0.245 -0.375 2.541
H 0.596 -0.186 1.673
H -0.159 -1.287 2.231
O -0.349 -1.784 -3.284
H -1.162 -1.664 -3.672
H -0.627 -2.063 -2.275
O -3.298 -2.593 1.960
H -3.571 -1.736 1.691
H -2.528 -2.478 2.516
O 1.835 -0.385 -0.433
H 1.268 -0.310 -1.100
H 2.641 -0.794 -0.678
O 0.284 2.347 3.473
H 0.696 2.016 4.179
H 0.949 2.591 2.799
*
```

*Q*
This record from OMol25 describes a 13-piece molecular cluster, H26O13 overall. The level of theory is wB97M-V/def2-TZVPD.

E_LUMO (alpha / beta) ... -2.968 / -10.415 eV
Gap between HOMO and LUMO (alpha / beta) ... 10.9 / 3.4 eV
<S²> ... 0.757

ORCA input file:
```
! wB97M-V def2-TZVPD RIJCOSX def2/J DEFGRID3
* xyz 1 2
O 21.820 1.159 -10.087
H 21.297 1.034 -9.295
H 22.590 1.645 -9.792
O 20.370 -2.260 -8.952
H 20.973 -2.233 -9.694
H 19.954 -1.398 -8.948
O 18.410 0.153 -6.028
H 18.408 0.257 -5.076
H 17.500 0.298 -6.287
O 18.785 0.143 -9.308
H 18.850 0.812 -8.626
H 18.934 0.618 -10.125
O 16.482 2.943 -7.264
H 16.319 2.138 -7.756
H 15.945 2.856 -6.477
O 19.043 2.633 -8.644
H 18.154 2.767 -8.315
H 19.106 3.207 -9.407
O 20.992 0.355 -7.486
H 20.314 0.490 -6.824
H 21.483 -0.406 -7.175
O 19.408 3.182 -5.600
H 18.893 2.610 -5.031
H 19.261 2.838 -6.481
O 16.488 -1.949 -10.143
H 16.746 -2.865 -10.035
H 17.203 -1.557 -10.645
O 21.245 0.137 -12.472
H 21.496 0.545 -11.644
H 21.663 0.677 -13.143
O 15.933 0.844 -8.783
H 15.288 0.583 -9.440
H 16.557 0.119 -8.757
O 18.911 -1.826 -11.888
H 18.703 -1.549 -12.780
H 19.735 -1.383 -11.685
O 18.904 1.643 -11.919
H 18.086 2.037 -12.223
H 19.226 1.149 -12.673
*
```

Bottom line: *Q*, by a margin of 539.6 kJ/mol.